[1]
ORCA calculation (ωB97M-V with the def2-TZVPD basis set) on a 5-piece molecular cluster, C32H31BrF32N2O6 overall.

```
104
Properties=species:S:1:pos:R:3:forces:R:3
C -1.1899 6.1328 -4.0456 -0.367 -0.270 -0.244
C -1.8157 5.0506 -5.1577 0.195 -0.276 0.515
C -0.5826 4.0606 -5.6909 0.378 1.456 1.686
Br -1.0266 3.1020 -7.4022 0.309 0.602 1.244
C -0.2209 3.0395 -4.4318 -1.888 -2.717 0.847
C -1.1366 1.9006 -4.0192 2.819 2.973 -0.319
N -2.4491 1.5967 -4.7074 1.698 -0.416 1.936
C -0.6213 0.9893 -2.7146 -0.675 -4.248 -1.224
O -0.7738 -0.3338 -2.7994 0.894 7.971 0.958
C 0.0676 1.8281 -1.4895 2.793 3.415 -1.100
C -0.1472 1.5985 0.1155 -0.101 -0.147 0.153
C -0.5788 0.0842 0.5625 -2.061 -2.647 -0.152
C 0.3652 -0.6599 1.7197 -0.689 1.241 0.488
N -1.6642 -0.6310 0.1216 4.194 3.972 1.358
C 0.9752 2.9758 -1.8939 -2.783 -3.178 -0.207
C 1.1669 3.2625 -3.5285 3.450 0.937 -1.151
O 2.3442 3.6377 -4.0335 -7.265 -2.076 2.971
H -0.0940 5.7941 -3.8166 -1.985 0.898 -0.265
H -1.8302 6.0903 -3.0457 1.458 0.142 -2.184
H -1.2006 7.2488 -4.4610 0.125 -2.561 0.912
H -2.3466 5.6274 -6.0505 1.219 -1.494 1.912
H -2.5529 4.3422 -4.5798 1.192 1.517 -1.477
H 0.3142 4.8045 -5.9475 -1.736 -2.126 0.629
H -3.1498 1.4431 -3.9363 0.943 0.086 -1.042
H -2.4011 0.6927 -5.2321 0.219 1.029 0.603
H -0.9812 2.3540 0.4915 1.575 -1.642 -0.898
H 0.8416 1.9017 0.7079 -2.109 -0.714 -1.570
H 0.9361 -1.5977 1.3163 -1.072 2.014 0.633
H 1.0835 0.1758 2.1727 -1.263 -2.079 -1.112
H -0.3158 -0.9951 2.6413 1.336 0.644 -2.227
H -2.1529 -0.0323 -0.5797 0.335 -0.582 0.446
H 1.5018 3.6703 -1.0880 -1.053 -1.742 -2.020
C -3.4589 -2.1332 2.7082 1.116 0.342 -0.217
C -4.3932 -3.0288 1.8820 0.809 -0.676 0.178
C -5.8317 -2.5352 1.7720 -0.957 -0.174 -0.689
F -6.4399 -2.4357 2.9749 -0.106 -0.102 -0.436
F -6.5818 -3.4029 1.0384 0.563 0.143 0.015
F -4.3396 -4.2991 2.3695 -0.293 0.349 -0.096
F -3.8704 -3.0997 0.6158 -0.526 0.385 0.368
O -3.2583 -2.5154 4.0723 -1.903 0.223 0.710
C -4.2615 -2.0745 4.9845 1.553 1.006 -1.272
C -5.0537 -3.2320 5.6057 -0.473 -0.691 0.370
F -5.6503 -3.9992 4.6580 0.371 0.141 0.328
F -6.0476 -2.7701 6.4111 0.410 0.263 -0.237
F -5.0511 -1.1617 4.3696 0.120 -0.212 0.925
F -3.6015 -1.3962 5.9623 -0.457 -0.642 -0.069
H -2.4638 -2.2226 2.2550 -0.303 -0.193 0.030
H -3.7058 -1.0686 2.6131 -0.181 -0.356 0.016
H -5.8789 -1.5612 1.2771 0.198 0.014 0.035
H -4.4021 -3.8786 6.1995 0.140 0.199 -0.076
C 4.7398 1.6271 -2.6248 -0.564 1.049 -0.084
C 5.4729 0.8831 -3.7504 0.593 0.744 0.077
C 5.1531 -0.6039 -3.8578 0.105 -0.999 -0.619
F 5.4776 -1.2870 -2.7376 -0.072 0.045 -0.548
F 5.8629 -1.1753 -4.8694 -0.079 0.422 0.062
F 6.8122 1.0958 -3.6270 -0.506 -0.327 -0.103
F 5.1138 1.4812 -4.9315 -0.241 -0.511 0.385
O 5.4663 1.8045 -1.4051 0.199 -1.830 0.472
C 5.4332 0.6974 -0.5073 -1.395 1.146 -0.662
C 6.8097 0.0507 -0.3060 0.964 -0.473 0.097
F 7.3436 -0.3718 -1.4803 -0.218 0.430 0.480
F 6.7249 -1.0443 0.4963 -0.444 0.378 -0.084
F 4.4897 -0.1822 -0.9209 0.406 0.188 0.820
F 4.9843 1.1939 0.6775 0.574 -0.293 -0.279
H 4.5707 2.6484 -2.9879 0.216 -0.226 -0.011
H 3.7320 1.2317 -2.4475 0.357 -0.142 -0.079
H 4.0925 -0.7661 -4.0688 -0.038 0.199 0.041
H 7.5114 0.7560 0.1472 -0.278 0.069 0.003
C -8.3489 -6.2996 3.4860 1.075 -0.323 -0.200
C -9.3553 -5.4371 2.7107 0.006 -0.852 -0.682
C -10.1027 -4.4052 3.5482 -0.617 0.893 0.052
F -10.8345 -4.9689 4.5349 0.073 0.405 -0.374
F -10.9804 -3.7063 2.7770 0.284 -0.197 -0.164
F -10.2166 -6.2510 2.0400 0.073 0.363 0.314
F -8.6523 -4.7684 1.7409 -0.293 0.063 0.697
O -8.8112 -7.5858 3.9092 -1.419 0.613 1.201
C -9.5514 -7.5988 5.1277 2.068 0.484 -0.520
C -11.0147 -8.0162 4.9329 -0.970 -0.130 -0.229
F -11.6571 -7.2037 4.0555 0.374 -0.499 0.224
F -11.7053 -7.9451 6.1025 0.556 0.015 -0.069
F -9.4199 -6.3980 5.7405 -0.277 -0.862 0.310
F -8.9236 -8.4979 5.9335 -0.683 0.088 -0.332
H -7.5318 -6.5237 2.7891 -0.363 -0.009 -0.022
H -7.8659 -5.7489 4.3026 -0.373 -0.005 -0.158
H -9.4129 -3.6843 3.9957 0.166 -0.121 -0.057
H -11.0831 -9.0396 4.5544 0.252 0.037 0.054
C 9.9969 5.5906 -0.7495 -0.306 1.031 -0.363
C 10.2928 4.9143 0.5970 -1.076 0.143 0.110
C 11.4577 3.9305 0.5842 0.728 -0.681 0.559
F 11.2599 2.9027 -0.2710 0.211 0.242 0.497
F 11.6280 3.3729 1.8145 -0.215 0.348 -0.067
F 9.1541 4.3303 1.0623 0.494 -0.010 -0.119
F 10.5873 5.9098 1.4936 0.389 -0.306 -0.360
O 8.9555 5.0052 -1.5368 0.899 -1.613 -0.188
C 9.3469 3.8929 -2.3383 0.491 1.953 -0.119
C 8.6740 2.5824 -1.9102 -0.433 -0.811 -0.141
F 8.9362 2.2828 -0.6125 -0.166 0.250 -0.200
F 9.1274 1.5339 -2.6483 0.247 0.770 0.083
F 10.6989 3.8128 -2.3576 -0.633 -0.321 -0.538
F 8.9750 4.2030 -3.6101 -0.146 -0.532 0.625
H 9.6245 6.5957 -0.5157 -0.088 -0.343 0.126
H 10.9053 5.7680 -1.3385 -0.130 -0.321 0.233
H 12.3936 4.4292 0.3176 -0.107 0.155 -0.054
H 7.5887 2.6426 -2.0281 0.165 0.212 -0.074
```
Forces are in eV/Å.

Computed properties:
SMILES string: [H]/N=C(/C)CC1=CC(=O)C([C@@H](Br)CC)=C(N)C1=O.FC(F)C(F)(F)COC(F)(F)C(F)F.FC(F)C(F)(F)COC(F)(F)C(F)F.FC(F)C(F)(F)COC(F)(F)C(F)F.FC(F)C(F)(F)COC(F)(F)C(F)F
Multiplicity: 1
Calculated total energy: -7568.2765 a.u.
Kohn-Sham gap: 7.709 eV
E_LUMO: -2.2 eV
Highest occupied orbital energy: -9.93 eV

=====

[2]
ORCA calculation (ωB97M-V with the def2-TZVPD basis set) on a 2-piece molecular cluster, H6N2O2 overall.

```
10
Properties=species:S:1:pos:R:3:forces:R:3
H -2.8046 0.7177 0.6262 0.247 -0.012 -0.420
H -1.3645 1.3480 0.2662 -1.067 -1.430 -0.740
H -0.7707 -0.8244 -0.6147 -0.299 0.659 0.313
H -2.2386 -1.2902 -0.4503 -0.459 0.047 0.101
H 1.4151 -0.1087 0.4374 1.272 -0.101 -0.203
H 4.0994 0.2751 -0.1530 -2.873 -1.140 0.584
N -2.0986 0.6730 -0.1208 0.831 1.047 0.883
N -1.5719 -0.6921 0.0206 0.799 -0.286 -0.180
O 2.2461 -0.5515 0.1344 -1.951 -3.272 0.969
O 3.0883 0.4530 -0.1460 3.499 4.488 -1.306
```
Forces are in eV/Å.

Computed properties:
SMILES string: NN.OO
Multiplicity: 1
Calculated total energy: -263.4060 a.u.
Kohn-Sham gap: 9.662 eV
E_LUMO: 1.0 eV
Highest occupied orbital energy: -8.70 eV
Energy relative to the best compared isomer or geometry (same formula, charge and spin): 1.164 eV